Entry from the OMol25 dataset: a molecular structure, C46H38N7O2P2ReSSe2 (ωB97M-V/def2-TZVPD).

Properties
Total charge   +1
Expectation value of S²   0.7609
E_HOMO (spin up / spin down)   -9.7 / -9.7 eV
Kohn-Sham gap (spin up / spin down)   5.4 / 5.4 eV
LUMO (spin up / spin down)   -0.1594 / -0.1574 hartree
Calculated total energy   -225077.320 eV
2S+1   2

```
99
Properties=species:S:1:pos:R:3:forces:R:3
H 3.224300 -3.260000 1.377600 -0.0399 -0.1154 -0.0183
C 3.026100 -2.201900 1.432100 -0.3278 0.1197 -0.2910
C 3.277900 3.209300 -8.525000 0.0357 0.0666 0.0169
C 0.908900 5.762600 -2.694000 -0.0151 0.0850 0.0476
C 7.790100 0.895100 -3.433900 0.0733 0.0783 0.0372
N -1.943900 -0.136200 0.423800 0.6955 0.4412 -0.5640
H -0.881400 3.308000 -5.814800 -0.0463 0.1541 -0.1315
C 0.243700 -3.364400 -2.993100 -0.2288 0.4009 0.0800
C 2.855700 0.662800 -3.433900 -0.6484 0.2084 -0.0377
C 4.455400 2.826000 -6.462400 -0.0899 -0.0496 0.1270
C 0.174800 0.090200 -5.803900 0.0557 -0.0115 0.1523
C -3.273300 -4.056800 0.137200 -0.1575 0.1642 -0.0785
C -4.233600 -3.053500 0.237500 0.1590 -0.1767 -0.0076
H 1.314000 -3.262100 -2.839500 0.1080 -0.0924 -0.0296
C 3.697200 1.677500 -6.254300 0.0631 -0.1989 0.4005
Se 4.011300 -1.442500 -5.486900 -0.0226 0.2344 0.0517
C -2.614400 0.896200 1.003800 -0.4520 0.3158 0.4405
C -2.213000 3.241600 1.775100 0.0468 -0.1947 -0.1285
H 3.174500 5.398900 -5.180400 0.1128 -0.0040 -0.0654
H -1.190400 -4.525500 -0.049300 -0.0125 0.0205 -0.0955
H 4.831600 4.472800 -7.766000 0.0638 0.0836 -0.0385
C 1.825100 3.884100 -4.518500 -0.1430 -0.0886 -0.0033
C 1.566500 0.922600 -2.976300 0.3929 0.0814 -0.1328
H 5.206800 3.119100 -5.742800 0.0387 0.0451 -0.0135
P 3.987200 0.571900 -4.828100 0.4820 -0.5779 -1.0828
C 0.329000 4.505700 -2.726500 -0.0885 -0.1790 -0.0310
H 2.162900 3.146100 -5.233200 0.0138 0.0935 -0.0641
H -0.015100 -1.280500 -7.427000 0.0245 -0.0856 -0.0531
C 6.658600 0.445100 -4.089500 -0.1629 0.0021 -0.1620
C 0.803600 3.564700 -3.629500 -0.4187 -0.3199 0.0279
H 3.108500 3.813600 -9.403100 0.0088 0.0649 -0.0879
H -3.574400 -5.094000 0.125700 -0.0261 -0.0505 -0.0202
H -0.210200 -3.880400 -2.152800 0.0448 -0.1578 0.0444
H -5.281300 -3.311400 0.268200 -0.0691 -0.0172 0.0645
H 0.043500 -3.888000 -3.924200 0.0541 -0.0838 -0.0127
C -2.507900 -1.388100 0.251100 0.0831 -1.5125 -0.2639
H -1.091800 0.365600 -8.916000 -0.0428 -0.0071 -0.1493
C -2.181800 -2.038200 -3.254900 0.2989 -0.0737 -0.0259
C 1.858100 -1.716300 0.866400 0.5642 -0.0613 0.5184
N 1.538700 0.449600 -1.693900 -0.6513 0.5054 -0.5042
C -3.859300 -1.725600 0.326100 0.0718 0.2307 0.0047
C 3.550300 0.029800 2.079200 -0.0105 -0.2133 -0.0385
H 2.064500 1.480800 1.526400 0.0054 -0.1232 -0.0634
C 2.390700 5.144000 -4.484300 0.0533 0.0069 0.0110
C -0.687000 2.313800 -6.191500 0.0019 0.0485 0.0392
Se -1.566400 1.521900 -2.445800 0.5354 -0.4968 1.0232
H 0.388100 5.269700 1.067000 0.0660 -0.0267 -0.0329
C 4.240900 3.584500 -7.600300 0.0219 0.1288 -0.0477
C 5.486400 1.176700 -4.006100 -0.2056 0.0194 -0.1736
C -0.207600 -0.275600 -7.083000 0.0054 -0.0108 0.0477
H -1.474200 2.672600 -8.145400 -0.1092 0.0988 -0.0466
H 6.532100 3.693800 -2.014100 0.0048 0.1115 0.0242
N 1.528000 -0.412100 0.904700 -0.3229 -0.0260 -0.0234
H 8.633300 2.420100 -2.200800 0.0905 0.0486 0.0920
C 0.821600 -2.642300 0.319900 0.2181 -0.4967 0.2485
H -0.492800 4.251900 -2.066600 0.0076 0.0327 -0.0197
C 7.745300 2.069600 -2.702800 0.0691 -0.0882 0.0297
C 6.564400 2.791100 -2.605600 -0.0251 0.1389 0.0507
C -1.930300 -3.744300 0.024700 0.1516 -0.0032 0.0177
C -1.536800 -2.407400 0.011200 -1.3816 0.1917 0.3147
P 0.191000 1.847800 -3.637600 0.7716 0.1787 -0.6033
N -0.542200 2.102000 0.497600 -0.1088 -0.9992 0.4854
H 4.824000 -1.659500 2.468600 0.0660 -0.0255 0.0606
C -0.231900 4.386300 1.108800 -0.1279 -0.1399 0.0442
H -1.806200 5.284100 2.274800 0.0098 0.0922 0.0504
H -3.165400 3.175500 2.279500 -0.0804 -0.0214 -0.0716
C -1.032100 1.949800 -7.479000 -0.0208 0.1238 -0.0371
H -2.695300 -1.084100 -3.306700 -0.0708 0.0586 -0.0314
C -1.451600 4.396600 1.774600 0.1658 -0.1605 -0.1424
C -0.804600 0.654300 -7.917600 0.0076 -0.1031 0.0308
C -1.745000 2.121900 1.103600 -0.2602 0.4417 0.1799
O 0.918900 -3.852400 0.382500 0.1641 0.6446 -0.0972
H 4.193700 0.756500 2.549100 0.0071 0.0754 0.0255
N 3.500900 0.021000 -2.439200 0.0157 -0.0106 0.4162
H 1.147900 3.161900 -0.009500 -0.0909 -0.0116 0.0524
C 2.360600 0.437700 1.503700 0.0656 0.2780 0.1060
H 2.245900 0.341200 -7.076500 0.1365 0.0134 -0.0654
H 6.671300 -0.471500 -4.663100 -0.0112 -0.0749 0.0006
C 0.193500 3.213200 0.507400 0.4912 0.2579 -0.1278
C 2.776000 1.271200 -7.213500 -0.0631 -0.0293 0.0779
H 2.410800 7.049000 -3.508400 -0.0181 0.1230 -0.0584
S -0.420300 -1.687800 -3.093900 -0.1538 0.0536 -0.1215
H 4.501700 2.907000 -3.191700 -0.0349 0.0415 0.0733
C 2.548800 2.047100 -8.333600 -0.0426 0.0238 0.0009
C 5.429300 2.349700 -3.257000 0.0836 -0.1009 -0.1465
N 2.715000 -0.088100 -1.432000 0.4386 -0.4525 0.8613
H -2.526500 -2.596700 -2.390200 -0.1370 -0.0935 -0.0186
H -4.596700 -0.952800 0.473800 0.0033 -0.0492 -0.0202
H 8.700600 0.321200 -3.490500 0.1519 -0.0363 -0.0115
C 3.896800 -1.315000 2.038200 -0.1520 0.3483 -0.1003
H 0.665600 -0.611000 -5.146100 0.0272 -0.0620 -0.1599
H 1.807800 1.739700 -9.056300 -0.0159 -0.0383 -0.0860
N -0.249900 -1.924300 -0.126500 0.1717 2.2807 0.5339
Re -0.106000 0.147000 -0.367200 -0.7727 -1.6058 -0.8819
C -0.076100 1.381800 -5.361300 -0.0481 0.0930 0.4553
H -2.342300 -2.594800 -4.172200 -0.1626 -0.0862 -0.0878
C 1.944700 6.076900 -3.559600 -0.0065 0.0111 0.0930
O -3.756300 0.894400 1.423900 0.5714 0.1769 -0.1323
H 0.535900 6.500600 -2.000600 0.0056 0.1059 0.0799
```
Forces are in eV/Å.

Here are the Mulliken charges for atoms 1 to 2, given in e: 0.53 -0.71

=====

Entry from the OMol25 dataset: 2 unconnected molecules or ions with the total composition C21H26BF6NO2S (ωB97M-V/def2-TZVPD).

Properties
E_HOMO   -6.4 eV
Kohn-Sham gap   3.3 eV
LUMO   -0.1147 hartree
Calculated total energy   -55599.986 eV
2S+1   1

```
58
Properties=species:S:1:pos:R:3:forces:R:3
C -1.156487 -2.113668 0.330441 0.3506 0.6308 -0.0146
H -1.984512 -3.193644 -1.363213 0.0747 -0.0157 0.0958
H 0.588138 2.815792 6.566402 -0.1197 0.0185 0.1416
C 0.262156 -1.853674 0.923716 0.0556 1.2148 0.2219
H -0.689061 -1.090554 -3.787635 0.3727 -0.2089 0.3843
H 1.382082 -4.564655 -4.670211 0.3073 0.3830 0.0449
H 2.083202 -3.139508 -5.497444 -0.3784 -0.0018 0.2938
C -1.933459 1.973148 3.179584 0.7191 -0.0502 0.5032
C 1.604882 -3.495192 -4.572054 0.5950 -0.5387 0.1083
F -0.873288 3.287859 -2.848389 0.4617 0.6282 0.4045
C -0.399136 2.344202 6.618292 0.0309 -0.0183 0.3148
C -1.963593 -2.811889 1.397144 -0.2453 -0.2223 0.2989
H 1.016639 -1.789144 0.107795 -0.2112 -0.1249 0.0285
H -1.120136 3.055232 7.026492 0.1506 -0.0358 0.1764
H -1.302144 -3.203909 -5.633820 0.3781 -0.0252 0.3671
H -2.969830 -3.036729 1.020273 0.0907 -0.0252 0.2336
C -1.006158 -2.962202 -0.918055 -0.1454 -0.4067 -0.0688
C -0.118337 4.076184 -2.007894 -0.1589 0.2690 0.3532
H -0.597543 -4.607784 -4.767138 -0.2947 0.3183 -0.0076
C 4.135967 2.201594 0.054359 0.0803 0.1775 0.3960
H -2.538394 3.266506 4.897106 0.1798 -0.2039 -0.0118
H -0.496019 -3.909157 -0.694885 -0.0604 0.0938 -0.0971
H 2.290128 -3.350191 -3.731598 -0.1545 0.0466 -0.1594
C 0.648677 3.233900 -1.014282 -0.1951 0.3363 -0.2306
H 2.310994 0.929669 1.570436 -0.0698 -0.1058 -0.1002
C -0.877122 -3.552932 -4.678007 -0.6867 -0.4397 0.0286
H -1.211077 2.608255 -0.153266 -0.0134 -0.2256 -0.0445
H -1.464452 -3.746953 1.683690 -0.2259 0.1205 0.1059
N 0.334094 -2.820641 -4.308015 -0.1104 2.9938 0.6944
C 0.283139 -1.591762 -3.826884 0.0890 -2.2461 -1.7144
F 4.530360 1.391975 1.083729 -0.1460 0.6896 -0.9181
C -0.133418 2.490308 -0.134370 0.3512 0.2027 -0.4727
H -1.637338 -0.501212 -1.092794 0.0069 -0.2126 -0.0322
H -1.632715 -3.453418 -3.888543 0.2566 0.0709 -0.1760
S -0.020738 0.712138 4.358011 -0.3305 1.1458 -0.3027
C -0.846851 1.945916 5.268826 -0.9754 -0.0506 -1.1053
C 0.460717 1.589731 0.721881 -0.6676 -0.6388 0.6202
C 2.036261 3.157083 -0.983832 0.0026 0.0002 -0.0530
H 0.534912 -2.702466 1.581691 -0.0501 0.1629 -0.4641
H -2.035301 -2.146184 2.273639 -0.0515 -0.3331 -0.2515
H -0.415722 -2.418026 -1.666764 0.0346 -0.0387 0.1425
F 4.679073 1.674403 -1.087433 -0.1945 0.3342 0.5933
C -1.876787 2.485912 4.518565 0.7047 -0.2913 0.4323
B -0.466182 0.465919 1.525087 0.3788 1.0752 0.0060
H -3.003072 -1.025390 -0.045676 0.4079 0.0190 -0.2079
H -2.671331 2.291584 2.448429 0.2400 -0.0661 0.0082
O 0.369848 -0.688380 1.718280 0.1756 -1.9801 0.0514
H 2.641580 3.741608 -1.665586 -0.0213 -0.0270 -0.0096
O -1.691491 0.275464 0.806973 -1.6042 -1.3642 -1.3223
F 4.737726 3.416213 0.250659 -0.2524 -0.8986 -0.2383
H -0.322009 1.475602 7.277125 -0.0115 0.1314 0.1415
C -1.914777 -0.815666 -0.062875 0.7019 0.9913 0.6552
C 1.842907 1.566215 0.830314 0.3921 0.1865 -0.4810
C 2.629011 2.324074 -0.030297 0.2580 -0.0636 0.1464
F -1.006505 4.904109 -1.361351 0.6908 -0.6200 -0.7925
H 1.225313 -1.059529 -3.668712 -0.3733 -0.1884 0.3030
F 0.664884 4.855580 -2.793467 -0.4647 -0.4015 0.3258
C -0.917689 1.088310 2.915529 -0.3249 -0.1715 0.6549
```
Forces are in eV/Å.

Here are the Mulliken charges for atoms 1 to 2, given in e: 2.66 0.47

=====

Entry from the OMol25 dataset: 2 unconnected molecules or ions with the total composition C4H5ClO2P (ωB97M-V/def2-TZVPD).

Properties
Total charge   -1
E_HOMO (spin up / spin down)   -4.3 / -4.3 eV
Kohn-Sham gap (spin up / spin down)   7.6 / 7.6 eV
LUMO (spin up / spin down)   0.1221 / 0.1221 hartree
Calculated total energy   -30135.364 eV
2S+1   1

```
13
Properties=species:S:1:pos:R:3:forces:R:3
H 0.889202 -1.599637 1.279446 0.6102 -0.2297 -0.2434
Cl -1.904332 0.666783 2.226216 0.0529 -0.0491 0.4506
H 1.601570 0.236941 -2.007346 -0.1376 -1.2326 0.3014
H -0.196481 1.555407 -1.473969 -0.0175 0.3809 -1.0604
O 1.432559 -2.231711 -1.382144 -0.0572 1.1599 0.2702
C -0.485793 -0.036142 1.442144 0.4404 -2.6305 1.4833
O 3.089482 -0.426875 -0.332981 -1.0098 -0.7354 -0.2916
C -0.067472 0.427416 0.228999 1.7586 0.5152 -4.3545
C -0.682333 1.293676 -0.568559 -1.4957 0.5751 1.7419
P 1.817765 -0.836209 -1.017094 -0.2451 2.3588 0.6711
H -0.210300 -1.628045 2.777301 0.0258 -0.3225 0.0967
H -1.672259 1.814589 -0.236171 1.7889 -0.7327 -0.7999
C 0.114004 -1.167940 1.855216 -1.7137 0.9427 1.7345
```
Forces are in eV/Å.

Here are the Mulliken charges for atoms 1 to 2, given in e: 0.20 -0.27

=====

Entry from the OMol25 dataset: a molecular structure, C3H6O3 (ωB97M-V/def2-TZVPD).

Properties
E_HOMO   -9.7 eV
Kohn-Sham gap   10.2 eV
LUMO   0.0188 hartree
Calculated total energy   -9346.248 eV
2S+1   1

```
12
Properties=species:S:1:pos:R:3:forces:R:3
H -1.910817 -0.907694 0.634048 0.0698 0.1446 -0.0356
C -0.149242 0.040373 -0.332247 0.1365 0.1368 -0.2838
H 2.349306 0.722651 -0.009076 -0.0338 -0.1378 0.0388
H -2.388340 0.760666 -0.424328 -0.1110 0.0218 -0.2108
O 0.690798 -0.362942 0.615927 -0.1725 0.0329 -0.0670
O 0.155065 0.382390 -1.446724 -0.1512 -0.1613 0.4062
C -1.569559 0.072890 0.249201 0.0074 -0.2359 -0.0880
H -2.230395 -0.000533 -0.984534 0.0488 -0.0015 0.0693
H 2.621729 -0.623248 1.148006 -0.0682 0.0471 -0.1369
C 2.078124 -0.300311 0.261114 0.2636 -0.0120 -0.0238
O -1.928908 1.179344 0.871381 0.0346 0.0733 0.2153
H 2.282241 -0.963584 -0.582773 -0.0238 0.0919 0.1163
```
Forces are in eV/Å.

Here are the Mulliken charges for atoms 1 to 2, given in e: 0.30 0.70

=====

Entry from the OMol25 dataset: a molecular structure, C24H15Cl2F5NOSTeTi (ωB97M-V/def2-TZVPD).

Properties
Expectation value of S²   0.7599
E_HOMO (spin up / spin down)   -7.2 / -7.3 eV
Kohn-Sham gap (spin up / spin down)   5.4 / 5.5 eV
LUMO (spin up / spin down)   -0.0657 / -0.0652 hartree
Calculated total energy   -108544.657 eV
2S+1   2

```
51
Properties=species:S:1:pos:R:3:forces:R:3
C 1.588205 -1.853505 -0.804748 -0.0571 -0.3882 -0.2760
N -1.778139 1.309261 1.369826 -2.0317 0.8170 2.4081
H -2.412156 2.614235 4.410870 0.2921 -0.2626 -0.0703
C -1.845972 2.233794 2.402046 0.0292 -1.5934 -2.1624
H -3.219974 -3.687923 2.277386 0.2987 0.6166 -0.5568
H 2.110033 -3.935984 1.228714 -0.5078 -0.0441 -0.3084
H -2.944964 0.168380 4.889463 -0.1953 0.4593 -0.5871
C 1.739715 -1.249824 -2.074945 0.3087 -0.0610 1.3530
Te 1.615340 -0.702610 1.040749 -0.6233 0.0895 -0.8328
C -0.142867 5.457717 -0.898827 -0.8741 0.7688 -1.1630
F 2.289231 4.308864 2.286049 -1.3539 0.5958 -1.7384
F 1.788735 6.996542 1.698856 0.0680 -0.4459 -0.1658
Cl -3.654752 -2.394574 4.473668 -0.3508 0.2246 1.3448
O -1.626704 -0.555508 -0.676241 0.2598 1.5852 1.7023
C 1.485794 4.683351 1.225141 1.0856 0.8424 0.9958
C 1.852988 0.218881 -2.284498 -0.9444 1.3471 0.1774
H -1.520904 3.266947 2.192990 0.0278 -0.7796 -0.0127
C -2.948740 -2.651456 2.009118 0.0244 -0.1702 0.3258
C -2.463622 -2.293921 0.743739 -0.4314 1.5036 0.0731
C 1.266571 6.039071 0.919080 -0.3264 0.7966 0.3843
H 0.937512 -4.969711 0.380347 -0.1869 -0.5265 0.1307
C 0.033112 4.106366 -0.650990 -0.4024 -0.7790 -0.2278
H 2.816871 -4.998741 -4.197440 -0.8864 0.3384 -0.0272
H 2.863092 0.605866 -2.430251 0.1742 -0.2834 0.2292
F 1.016640 2.367389 0.697121 0.4013 3.0395 0.1169
H 1.941696 -3.860463 -5.257214 -0.2287 -0.3645 0.7681
C 0.867300 3.794870 0.390883 0.1899 -2.1783 0.6186
H 1.440580 0.798423 -1.413316 0.5163 -0.4340 -0.7722
H 1.295287 0.550362 -3.179241 0.0779 -0.2396 0.3711
C 0.414600 6.458606 -0.129249 0.8121 0.1072 0.5399
C 1.209531 -3.948153 0.574361 0.3391 0.4183 1.0307
C 1.819759 -3.428736 -3.108349 -0.0274 -0.3920 0.4115
H 1.754697 -5.099446 -1.815812 -0.2782 -0.7700 0.2026
C -3.074719 -1.719061 3.032620 0.1207 -1.0214 -1.8597
C -2.187558 -0.912742 0.482887 0.9466 -1.7131 -2.2016
Cl -2.256725 -3.461327 -0.526174 -0.0170 0.5302 0.6268
C -2.748804 0.545336 3.873697 0.8688 0.9932 0.2578
F -0.924838 5.829738 -1.933632 0.3148 -0.2067 0.5507
Ti -0.410543 1.066891 0.018198 0.5647 -3.0821 -2.4067
S -0.841973 2.816138 -1.521988 0.3124 0.7543 -0.0372
C 1.488340 -3.275636 -0.721626 0.2087 1.2480 -0.0685
C 1.884826 -4.377072 -4.267099 0.5855 -0.0486 -0.9974
C -2.759735 -0.362885 2.827107 -0.2092 -0.7011 -0.2610
H 0.990707 -5.031355 -4.228095 0.6125 0.2227 -0.2847
F 0.194433 7.784226 -0.382393 0.3484 -1.8722 0.4205
H 1.808240 -1.619258 -4.175729 0.2695 0.4048 -0.3530
C -2.355005 0.033357 1.504069 0.8730 1.0813 2.2802
C -2.310660 1.855585 3.636395 -1.1245 -0.2231 1.0787
C 1.673807 -4.039413 -1.864640 0.1344 1.4685 -0.0225
C 1.835614 -2.044516 -3.191522 -0.4507 -1.3095 -0.5692
H 0.406096 -3.436374 1.148638 0.4422 -0.3627 -0.4364
```
Forces are in eV/Å.

Here are the Mulliken charges for atoms 1 to 2, given in e: -0.20 0.15

=====

Question: The highest calculated total energy belongs to which entry?
Answer: C3H6O3

=====

Question: What is the calculated total energy in the fifth record?
Answer: -108544.657 eV

=====

Question: Look up the 2S+1 of the fourth one.
Answer: 1